No. 1
The following is a DFT calculation (the ωB97M-V functional and the def2-TZVPD basis) of an isolated molecule of C4H13N2P.

Each line ends with the natural charge from an NBO analysis.
Atoms and positions in Å:
C (-1.677, 0.734, 0.237)  -0.4127
C (-1.540, -1.685, -0.374)  -0.4050
C (1.203, 0.524, 1.549)  -0.9827
C (1.210, 1.192, -1.088)  -1.0457
N (1.511, -1.570, -0.262)  -1.3399
N (-0.954, -0.319, -0.383)  -0.7958
P (0.706, -0.213, -0.108)  1.9381
H (-0.995, 1.619, 0.635)  0.1978
H (-2.506, 1.275, -0.230)  0.2012
H (-2.270, 0.275, 1.215)  0.1698
H (-0.799, -2.306, 0.077)  0.2356
H (-2.467, -1.780, -0.021)  0.1953
H (-1.563, -1.926, -1.465)  0.1966
H (1.261, -0.184, 2.429)  0.2546
H (2.361, 0.677, 1.430)  0.2522
H (0.693, 1.407, 1.705)  0.2121
H (1.422, 0.703, -2.149)  0.2490
H (0.407, 1.952, -1.129)  0.2482
H (2.280, 1.463, -0.836)  0.2601
H (1.718, -1.838, -1.232)  0.3710

Properties
energy above the lowest of the compared OMol25 structures with the same formula, charge and spin: 107.9 kJ/mol
E_tot: -610.99984 Eh
structure (SMILES): CN(C)P(C)(C)=N
HOMO: -0.315 Eh

---

No. 2
The following is a DFT calculation (the ωB97M-V functional and the def2-TZVPD basis) of the ion C4H13N2S with charge +1.

Each line ends with the natural charge from an NBO analysis.
Atoms and positions in Å:
N (-0.009, 0.272, 1.451)  -0.7119
C (0.386, -0.753, 0.355)  -0.0404
C (-0.815, -0.862, -0.559)  -0.5793
S (-2.380, -1.223, 0.289)  -0.0333
C (1.544, -0.039, -0.371)  -0.2528
N (1.158, 1.290, -0.798)  -0.6738
C (2.268, 2.275, -0.759)  -0.4165
H (0.737, 0.357, 2.139)  0.4402
H (-0.945, 0.036, 1.749)  0.4486
H (-0.024, 1.177, 0.953)  0.4545
H (0.729, -1.586, 0.947)  0.2387
H (-0.972, 0.061, -1.095)  0.2431
H (-0.587, -1.545, -1.385)  0.2712
H (-2.581, -2.487, -0.102)  0.1741
H (2.432, 0.015, 0.246)  0.2173
H (1.799, -0.709, -1.204)  0.2166
H (0.769, 1.238, -1.732)  0.3824
H (2.191, 2.920, -1.626)  0.2269
H (3.246, 1.798, -0.875)  0.1946
H (2.225, 2.813, 0.189)  0.2000

Properties
energy above the lowest of the compared OMol25 structures with the same formula, charge and spin: 90.4 kJ/mol
E_tot: -667.64538 Eh
structure (SMILES): CNC[C@@H]([NH3+])CS
total charge: +1
HOMO: -0.492 Eh

---

No. 3
The following is a DFT calculation (the ωB97M-V functional and the def2-TZVPD basis) of the ion C4H13N2S with charge +1.

Each line ends with the natural charge from an NBO analysis.
Atoms and positions in Å:
N (-1.143, 0.363, -1.590)  -0.6918
C (-0.377, 0.331, -0.265)  -0.0272
C (1.095, 0.190, -0.576)  -0.4358
C (1.977, 0.398, 0.666)  -0.5262
S (3.713, -0.037, 0.392)  -0.0054
C (-1.086, -0.761, 0.549)  -0.2480
N (-2.508, -0.480, 0.527)  -0.8620
H (-0.981, 1.182, -2.178)  0.4406
H (-2.150, 0.296, -1.387)  0.4702
H (-0.867, -0.484, -2.099)  0.4359
H (-0.578, 1.249, 0.293)  0.2203
H (1.278, 0.982, -1.303)  0.2197
H (1.309, -0.811, -0.955)  0.2294
H (1.544, -0.147, 1.504)  0.2191
H (1.881, 1.452, 0.945)  0.2161
H (4.078, -0.377, 1.649)  0.1540
H (-0.877, -1.752, 0.144)  0.2103
H (-0.559, -0.686, 1.505)  0.2087
H (-3.004, -1.206, 1.039)  0.3963
H (-2.746, 0.298, 1.140)  0.3758

Properties
energy above the lowest of the compared OMol25 structures with the same formula, charge and spin: 64.1 kJ/mol
E_tot: -667.65540 Eh
structure (SMILES): NC[C@H]([NH3+])CCS
total charge: +1
HOMO: -0.450 Eh

---

No. 4
The following is a DFT calculation (the ωB97M-V functional and the def2-TZVPD basis) of a cluster of 2 separate species, C4H13N2S2 in total.

Each line ends with the natural charge from an NBO analysis.
Atoms and positions in Å:
C (-3.801, -0.130, -0.393)  -0.6329
C (2.209, -0.627, -0.367)  -0.7062
C (-2.462, -0.337, 0.230)  -0.5008
C (1.354, 0.596, -0.374)  0.3441
N (0.458, 0.715, -1.447)  -0.8394
N (2.000, 1.916, -0.331)  -0.7383
S (-1.699, 1.337, 0.447)  0.1651
S (-0.154, 1.164, 1.624)  -0.1511
H (-4.341, -1.038, -0.449)  0.2400
H (-4.382, 0.599, 0.094)  0.2291
H (-3.639, 0.102, -1.374)  0.2107
H (1.668, -1.419, -0.860)  0.2585
H (3.245, -0.385, -0.573)  0.2417
H (2.063, -1.049, 0.765)  0.2771
H (-1.730, -0.892, -0.418)  0.2094
H (-2.559, -0.790, 1.275)  0.2452
H (0.322, -0.169, -1.856)  0.3941
H (-0.426, 1.188, -1.209)  0.3893
H (1.656, 2.580, 0.383)  0.4696
H (3.003, 1.829, -0.162)  0.4365
H (1.792, 2.209, -1.273)  0.4582

Properties
energy above the lowest of the compared OMol25 structures with the same formula, charge and spin: 263.4 kJ/mol
E_tot: -1065.77250 Eh
total charge: +1
HOMO (alpha / beta): -0.451 / -0.451 Eh

---

No. 5
The following is a DFT calculation (the ωB97M-V functional and the def2-TZVPD basis) of a cluster of 2 separate species, C4H13N2S2 in total.

Each line ends with the natural charge from an NBO analysis.
Atoms and positions in Å:
C (-0.414, -0.206, 2.282)  -0.4567
C (0.786, -0.160, -2.029)  -0.6493
C (-0.664, -0.147, -0.006)  0.0005
C (0.717, -0.239, -0.529)  0.0045
N (-1.269, 1.102, -0.381)  -0.9037
N (1.481, 1.112, -0.041)  -0.7916
S (-1.560, -1.769, -0.213)  -0.0209
S (1.700, -1.640, 0.210)  0.0141
H (0.545, 0.176, 2.256)  0.1584
H (-1.293, 0.176, 2.581)  0.2029
H (-0.469, -1.319, 2.223)  0.2158
H (0.381, 0.880, -2.467)  0.2008
H (1.796, -0.161, -2.266)  0.2350
H (0.229, -0.924, -2.428)  0.2533
H (-2.109, 1.125, 0.204)  0.4151
H (-1.249, 1.204, -1.350)  0.3827
H (1.074, 0.975, 0.936)  0.4665
H (2.565, 1.103, 0.038)  0.4682
H (1.018, 1.958, -0.491)  0.4697
H (-2.610, -1.361, -0.918)  0.1558
H (0.790, -2.597, 0.359)  0.1789

Properties
energy above the lowest of the compared OMol25 structures with the same formula, charge and spin: 475.1 kJ/mol
E_tot: -1065.69187 Eh
total charge: +1
HOMO: -0.452 Eh

---

No. 6
The following is a DFT calculation (the ωB97M-V functional and the def2-TZVPD basis) of a cluster of 2 separate species, C4H13N2Si in total.

Each line ends with the natural charge from an NBO analysis.
Atoms and positions in Å:
C (-2.559, 0.772, 0.059)  0.3525
C (0.561, -1.125, -1.866)  -1.1358
C (0.769, -0.856, 1.526)  -1.1567
C (2.177, 1.353, -0.060)  -1.1226
N (-1.323, 0.978, -0.235)  -0.7906
N (-2.835, -0.239, 0.905)  -0.7544
Si (0.921, -0.087, -0.255)  1.8036
H (-3.444, 1.308, -0.314)  0.2109
H (-0.492, -1.491, -1.981)  0.2812
H (0.782, -0.268, -2.622)  0.2565
H (1.353, -1.911, -2.046)  0.2858
H (1.197, -0.197, 2.361)  0.2724
H (-0.323, -0.923, 1.844)  0.2358
H (1.271, -1.828, 1.597)  0.2664
H (3.173, 0.988, 0.264)  0.2858
H (2.177, 1.918, -0.922)  0.2458
H (1.839, 1.951, 0.817)  0.2756
H (-1.308, 1.498, -1.082)  0.3737
H (-3.712, -0.337, 1.378)  0.4177
H (-2.131, -0.886, 1.120)  0.3967

Properties
energy above the lowest of the compared OMol25 structures with the same formula, charge and spin: 105.7 kJ/mol
E_tot: -558.96435 Eh
total charge: +1
HOMO: -0.518 Eh

---

Question: Which value of energy above the lowest of the compared OMol25 structures with the same formula, charge and spin does entry 2 give?
Answer: 90.4 kJ/mol

---

Question: The highest energy above the lowest of the compared OMol25 structures with the same formula, charge and spin belongs to which entry?
Answer: number 5

---

Question: What is the formula in the first record?
Answer: C4H13N2P